(1)
{
  "formula": "C32H25FO5S2",
  "method": "the ωB97M-V functional and the def2-TZVPD basis",
  "smiles": "O=S(=O)(c1ccccc1)C(F)([C@H](c1ccccc1)c1ccc(Oc2ccccc2)cc1)S(=O)(=O)c1ccccc1",
  "homo_lumo_gap_ev": 6.968,
  "symbols": ["O", "S", "O", "C", "C", "C", "C", "C", "C", "C", "F", "C", "C", "C", "C", "C", "C", "C", "C", "C", "C", "C", "O", "C", "C", "C", "C", "C", "C", "C", "C", "S", "O", "O", "C", "C", "C", "C", "C", "C", "H", "H", "H", "H", "H", "H", "H", "H", "H", "H", "H", "H", "H", "H", "H", "H", "H", "H", "H", "H", "H", "H", "H", "H", "H"],
  "positions_angstrom": [[-1.3973, 2.9195, 5.2602], [-2.5805, 2.3932, 5.9607], [-3.8793, 2.9214, 5.5082], [-2.3492, 3.4321, 7.5157], [-1.0239, 3.6463, 7.9136], [-0.6634, 4.9309, 8.3247], [-1.6556, 5.9004, 8.5273], [-3.0064, 5.5580, 8.4064], [-3.3672, 4.3121, 7.8790], [-2.7150, 0.4113, 4.9478], [-4.0250, 0.1630, 5.2596], [-2.5299, 0.4705, 3.4775], [-3.5121, -0.5292, 2.8117], [-4.7287, -0.0250, 2.3592], [-5.6891, -0.8876, 1.8417], [-5.4000, -2.2462, 1.6858], [-4.1629, -2.7334, 2.0890], [-3.2069, -1.8787, 2.6638], [-1.1593, 0.5799, 2.7339], [-0.3412, 1.6975, 2.9204], [0.7908, 1.9464, 2.1582], [1.0968, 1.0486, 1.1307], [2.2981, 1.2244, 0.4343], [3.3846, 0.4716, 0.8767], [3.2862, -0.9142, 0.9975], [4.1984, -1.5700, 1.8218], [5.2430, -0.8689, 2.4282], [5.3965, 0.4977, 2.1776], [4.5029, 1.1718, 1.3461], [0.2245, 0.0059, 0.8060], [-0.8826, -0.2200, 1.6196], [-1.6986, -0.8991, 6.0247], [-1.5060, -1.9937, 5.0760], [-0.5458, -0.1979, 6.5725], [-2.5152, -1.7180, 7.4725], [-3.1939, -0.9517, 8.4223], [-3.6403, -1.5190, 9.6291], [-3.3921, -2.8646, 9.9083], [-2.7768, -3.6573, 8.9363], [-2.3486, -3.0906, 7.7207], [-0.3137, 2.8225, 7.8758], [0.3899, 5.1693, 8.4706], [-1.3702, 6.9136, 8.8083], [-3.7878, 6.2617, 8.6828], [-4.4025, 4.0279, 7.7119], [-2.9488, 1.4633, 3.2488], [-4.9285, 1.0441, 2.4392], [-6.6581, -0.4850, 1.5592], [-6.1387, -2.9210, 1.2483], [-3.8934, -3.7799, 1.9640], [-2.2270, -2.2601, 2.9656], [-0.6214, 2.4229, 3.6714], [1.3910, 2.8430, 2.3289], [2.4679, -1.4428, 0.5091], [4.0727, -2.6373, 1.9988], [5.9385, -1.3854, 3.0920], [6.2136, 1.0540, 2.6397], [4.6028, 2.2359, 1.1328], [0.3713, -0.5993, -0.0921], [-1.5682, -1.0044, 1.3118], [-3.3822, 0.0978, 8.2099], [-4.1718, -0.9017, 10.3564], [-3.6845, -3.2928, 10.8696], [-2.6196, -4.7208, 9.1371], [-1.8812, -3.7211, 6.9675]],
  "forces_ev_per_angstrom": [[-0.8, -0.7, 0.9], [0.0, 2.2, -2.7], [0.7, -1.2, 0.5], [0.4, -0.4, 0.9], [-0.3, 0.1, -0.2], [-0.3, -0.2, 0.2], [-0.1, -0.3, 0.0], [0.2, -0.3, 0.0], [0.2, -0.3, -0.2], [-0.9, -0.8, 4.3], [0.8, 0.1, -0.3], [0.3, 0.6, -1.9], [0.4, 0.4, 0.3], [-0.1, -0.2, 0.1], [0.1, 0.0, -0.2], [-0.1, 0.1, 0.1], [0.6, 0.3, 0.2], [-0.4, -0.3, -0.2], [0.0, -0.1, -0.2], [-0.1, 0.3, 0.3], [-0.1, -0.6, -0.5], [0.5, -0.2, 0.1], [-0.1, 0.0, -0.7], [-0.3, 0.2, 0.6], [0.1, 0.3, 0.3], [0.2, 0.0, -0.2], [-0.1, 0.0, 0.0], [0.2, -0.1, -0.4], [-0.4, -0.3, 0.3], [0.2, 0.4, 0.3], [-0.2, -0.1, -0.1], [1.4, -1.0, -0.8], [0.0, 0.9, 0.8], [-1.3, -0.2, -0.4], [-0.8, 0.4, 0.5], [-0.1, 0.0, 0.1], [0.2, 0.1, -0.3], [0.0, 0.2, -0.4], [0.1, 0.4, -0.2], [0.1, 0.0, -0.3], [0.1, 0.4, -0.5], [-0.3, -0.1, 0.1], [-0.1, -0.3, 0.0], [0.2, -0.1, -0.1], [0.2, 0.3, -0.2], [-0.2, -0.1, 0.2], [0.0, -0.3, 0.1], [0.1, -0.1, -0.1], [0.2, 0.2, 0.2], [-0.2, 0.1, 0.0], [-0.6, 0.1, 0.0], [0.2, -0.2, -0.2], [-0.1, -0.4, -0.1], [0.2, 0.1, 0.3], [0.1, 0.2, -0.1], [-0.2, 0.2, -0.2], [-0.2, -0.2, -0.2], [-0.2, -0.3, 0.2], [0.1, 0.2, 0.4], [0.2, 0.2, 0.1], [0.0, -0.1, 0.2], [0.2, -0.1, -0.3], [0.0, 0.1, -0.4], [0.0, 0.4, -0.2], [0.0, 0.2, 0.1]]
}

(2)
{
  "formula": "CH2S3",
  "method": "the ωB97M-V functional and the def2-TZVPD basis",
  "homo_lumo_gap_ev": 9.512,
  "symbols": ["C", "S", "S", "S", "H", "H"],
  "positions_angstrom": [[-0.2768, -2.4154, -1.2277], [1.0689, -2.2831, -0.5407], [-1.4801, -2.1582, -2.0699], [-1.1365, -0.5165, 1.0824], [-2.6559, -0.1890, 1.0901], [-0.6161, -0.0115, 2.1145]],
  "forces_ev_per_angstrom": [[1.8, 0.4, 0.3], [1.9, -0.7, 1.2], [-3.4, -0.1, -1.8], [-3.9, -0.8, -2.8], [3.4, -0.3, 0.7], [0.2, 1.4, 2.4]]
}

(3)
{
  "formula": "C10H16O",
  "method": "the ωB97M-V functional and the def2-TZVPD basis",
  "smiles": "Cc1ccc(O)cc1.CCC",
  "homo_lumo_gap_ev": 9.500,
  "symbols": ["C", "C", "C", "C", "C", "O", "C", "C", "H", "H", "H", "H", "H", "H", "H", "H", "C", "C", "C", "H", "H", "H", "H", "H", "H", "H", "H"],
  "positions_angstrom": [[-1.8092, -0.1104, -1.2545], [-0.5649, 0.6363, -1.4112], [-0.0173, 0.8052, -2.6804], [1.1792, 1.5324, -2.8041], [1.6502, 2.2328, -1.7121], [2.7087, 3.1231, -1.8260], [1.2942, 1.7793, -0.4312], [0.1018, 1.0620, -0.2850], [-2.2038, -0.2247, -0.2258], [-1.8730, -1.1220, -1.6764], [-2.6327, 0.4297, -1.8885], [-0.6326, 0.5502, -3.5578], [1.6190, 1.6749, -3.7851], [3.5158, 2.6489, -2.0721], [1.8326, 2.0623, 0.4743], [-0.3275, 0.7516, 0.7365], [-0.8112, -2.3721, 1.1923], [-0.2579, -1.2156, 1.9700], [0.0221, -1.3137, 3.4267], [-0.4179, -2.3117, 0.1773], [-1.9223, -2.3236, 1.1073], [-0.5137, -3.3020, 1.6495], [0.6595, -0.8621, 1.3619], [-0.9348, -0.3959, 1.8278], [1.0534, -1.5652, 3.7915], [-0.0173, -0.2901, 3.8837], [-0.7004, -1.8796, 4.0112]],
  "forces_ev_per_angstrom": [[-3.8, 0.0, -1.1], [0.4, -0.7, -0.3], [0.2, 0.8, 0.1], [-1.6, 0.4, -0.8], [1.8, -1.7, 1.1], [0.1, -0.1, 0.0], [-1.2, 0.8, 0.3], [0.4, -0.2, 1.4], [0.4, 0.4, -0.5], [0.7, 0.1, 0.0], [1.1, -0.8, 1.3], [0.7, -0.3, 0.4], [0.0, 0.2, 0.1], [-0.3, 0.1, 0.0], [0.0, 0.3, -0.5], [1.1, 1.0, -2.0], [-0.9, -0.3, -0.3], [1.8, 1.1, -1.7], [1.2, 1.3, 2.4], [-0.1, -0.3, 0.0], [0.7, -0.3, 0.2], [0.0, -0.5, -0.1], [-1.0, -0.6, 1.4], [-0.5, 0.4, 0.2], [-0.8, -0.6, -0.9], [-0.3, -0.5, -0.5], [-0.1, -0.3, -0.2]]
}